Record 1
Density functional theory data (ωB97M-V/def2-TZVPD) for a structure of composition C21H29BF5N2O14PSi2.

Last column: Löwdin charge in e.
Cartesian coordinates (Å):
C 3.593980 4.750420 2.351203  -0.060
O 3.317080 3.739903 1.371540  0.003
B 2.294739 4.031423 0.532927  -0.708
O 1.723436 5.282399 0.476281  0.119
Si 1.621166 2.553903 -0.614203  0.633
C 0.334531 1.451574 0.232558  -0.239
C -0.660365 2.274769 1.103526  -0.196
C -2.090988 1.695239 0.960892  -0.095
C -3.000422 2.593639 0.148134  -0.464
F -3.975649 1.848276 -0.410766  0.126
F -2.371106 3.229292 -0.852148  0.136
C -3.730291 3.658467 0.997490  -0.649
F -2.901643 4.236281 1.820438  0.208
F -4.294164 4.555892 0.238190  0.204
F -4.698767 3.097269 1.683953  0.190
O 0.910016 3.073444 -2.071991  -0.337
Si 1.918136 3.802100 -3.158239  0.442
N 0.893084 4.851012 -4.148311  -0.171
C 1.629703 5.447569 -5.287286  -0.106
C -0.282347 4.175144 -4.554616  -0.568
C -1.517971 5.035513 -4.770040  0.015
O -0.347848 3.003401 -4.713997  0.105
P 3.013037 2.372258 -4.496911  0.410
N 3.076200 0.902281 -3.979221  -0.179
O 2.348444 2.352648 -5.972183  -0.202
O 4.529682 2.948861 -4.682787  -0.188
H 3.627410 5.757170 1.943026  0.090
H 2.922363 4.682359 3.204946  0.097
H 4.589691 4.541653 2.744008  0.092
H 0.942639 5.235125 -0.090026  0.089
H 2.781242 1.698182 -0.961586  0.019
H 0.816908 0.630495 0.760571  0.081
H -0.232886 1.015772 -0.594796  0.082
H -0.658856 3.313179 0.777149  0.086
H -0.343326 2.178016 2.138742  0.118
H -2.069643 0.758672 0.442166  0.090
H -2.570512 1.577280 1.929658  0.119
H 2.926431 4.633552 -2.474065  0.026
H 1.414490 4.923788 -6.217739  0.090
H 1.253830 6.464146 -5.435514  0.085
H 2.703106 5.518846 -5.114117  0.066
H -1.382750 5.657848 -5.654892  0.084
H -2.403546 4.414926 -4.808190  0.083
H -1.600047 5.693009 -3.901078  0.085
H 2.566520 0.840725 -3.100304  -0.063
H 1.651678 1.678807 -5.946102  0.071
H 4.446638 3.906895 -4.824250  0.045
C -4.566777 -2.820092 3.583402  0.080
C -4.053751 -1.800907 2.884119  -0.227
C -2.702224 -1.891491 2.238782  -0.283
O -2.293485 -0.936470 1.600278  0.089
C -1.937760 -3.118103 2.410816  0.087
C -2.450568 -4.135534 3.112570  -0.228
C -3.811236 -4.056991 3.737249  -0.311
O -4.227519 -5.022750 4.347402  0.118
O -1.787162 -5.274897 3.298112  0.102
O -4.710324 -0.653418 2.718985  0.120
H -5.539720 -2.768023 4.051101  0.138
H -0.957932 -3.165769 1.955546  0.139
H -2.379051 -5.839073 3.835437  0.127
H -4.133302 -0.085070 2.173785  0.104
C 0.603849 -9.543929 1.833952  0.074
C 0.309928 -8.237782 1.841412  -0.230
C 1.337563 -7.204127 2.216956  -0.312
O 1.033370 -6.028046 2.190946  0.107
C 2.665750 -7.667554 2.602750  0.076
C 2.953171 -8.973976 2.597264  -0.241
C 1.938655 -10.000949 2.197386  -0.317
O 2.266049 -11.172706 2.195243  0.110
O 4.150870 -9.441736 2.943292  0.112
O -0.906489 -7.795055 1.515249  0.107
H -0.123331 -10.296770 1.564152  0.136
H 3.391022 -6.918282 2.886825  0.136
H 4.095075 -10.413094 2.851150  0.121
H -0.877733 -6.820825 1.593798  0.101

Atoms 1-3, force components in eV/Å:
1.18 -0.25 0.53
-0.46 0.77 0.27
-0.23 0.13 -0.36

The calculation puts the total energy at -93205.9035 eV. The value obtained for the gap between HOMO and LUMO is 7.09 eV. The HOMO energy is -8.869 eV. Its spin multiplicity is 1.

Record 2
Density functional theory data (ωB97M-V/def2-TZVPD) for an isolated molecule of C3H10N2.

Last column: natural (NBO) charge in e.
Cartesian coordinates (Å):
C -1.780752 -0.443880 -0.058472  -0.622
C -0.371005 0.121612 0.292259  -0.060
C 0.771833 -0.727216 -0.245575  -0.224
H -2.463187 0.285409 0.398808  0.205
H -2.052367 -0.407470 -1.158797  0.219
H -2.035291 -1.443963 0.254080  0.216
H -0.179877 0.190621 1.348226  0.151
H -0.792251 2.032110 0.097020  0.342
H 0.794601 1.776446 -0.096550  0.381
H 0.524500 -0.779827 -1.302875  0.194
H 0.862417 -1.809186 0.140295  0.169
H 2.834720 -0.586549 -0.311834  0.373
H 2.025335 0.327096 1.030490  0.348
N -0.149997 1.403745 -0.346829  -0.833
N 2.011328 0.061057 -0.040241  -0.861

Atoms 1-3, force components in eV/Å:
-0.09 1.66 -0.83
0.52 -1.63 -1.09
0.21 -0.96 0.08

The calculation puts the total energy at -6252.5808 eV. The value obtained for the gap between HOMO and LUMO is 10.37 eV. The HOMO energy is -9.255 eV. Its spin multiplicity is 1. Its SMILES is C[C@H](N)CN.

Record 3
Density functional theory data (ωB97M-V/def2-TZVPD) for a cluster of 2 separate species, C5H12BN in total.

Last column: natural (NBO) charge in e.
Cartesian coordinates (Å):
B 0.738803 0.516288 0.464511  1.021
C 1.000024 2.949403 -0.747107  -0.297
C 0.364478 1.950719 -0.061557  -0.686
C 2.155941 -0.044701 1.153418  -1.036
C -1.444186 -1.577427 1.095223  -0.446
C -1.013238 -1.194595 -1.259879  -0.442
N -1.334963 -0.561843 0.069012  -0.567
H 0.524607 3.852416 -1.113023  0.204
H 2.087287 2.791579 -1.174282  0.189
H -0.604902 2.106973 0.353234  0.245
H 2.547221 0.813996 1.667804  0.248
H 2.705000 -0.224724 0.218323  0.256
H 1.997911 -0.897054 1.770455  0.245
H -2.137281 -2.435774 0.842433  0.178
H -0.483468 -1.948402 1.486015  0.165
H -1.973215 -1.108599 1.926333  0.189
H -0.495808 -2.225389 -1.241827  0.157
H -1.977911 -1.552508 -1.666761  0.184
H -0.521470 -0.450448 -1.770682  0.193

Atoms 1-3, force components in eV/Å:
-0.70 -0.39 -0.16
1.64 -2.27 -0.54
1.49 0.19 -0.02

The calculation puts the total energy at -7541.0955 eV. The value obtained for the gap between HOMO and LUMO (alpha / beta) is 7.41 / 7.41 eV. The HOMO energy (alpha / beta) is -7.596 / -7.594 eV. Its spin multiplicity is 1.

Record 4
Density functional theory data (ωB97M-V/def2-TZVPD) for an isolated molecule of C3H4ClFO2.

Last column: natural (NBO) charge in e.
Cartesian coordinates (Å):
C -1.173765 0.022757 -0.321383  0.199
C -0.332799 0.265171 0.823730  -0.142
C 1.827073 -0.877693 1.144030  0.644
H -1.611120 -1.028713 -0.484713  0.203
H -1.046472 0.142789 1.729803  0.220
H 0.328596 1.133463 0.853645  0.252
H 2.445204 -1.741840 0.972584  0.146
O 0.535913 -0.975671 0.690583  -0.528
O 2.230221 0.072026 1.824213  -0.586
F -2.230250 0.805342 -0.189925  -0.328
Cl -0.240946 0.294940 -1.844625  -0.079

Atoms 1-3, force components in eV/Å:
-1.01 -2.05 -2.56
1.30 -2.99 2.59
-1.02 3.08 2.33

The calculation puts the total energy at -22509.8509 eV. The value obtained for the gap between HOMO and LUMO is 11.80 eV. The HOMO energy is -11.020 eV. Its spin multiplicity is 1. Its SMILES is O=COC[C@@H](F)Cl.

Repeat the fourth record exactly.
Density functional theory data (ωB97M-V/def2-TZVPD) for an isolated molecule of C3H4ClFO2.

Last column: natural (NBO) charge in e.
Cartesian coordinates (Å):
C -1.173765 0.022757 -0.321383  0.199
C -0.332799 0.265171 0.823730  -0.142
C 1.827073 -0.877693 1.144030  0.644
H -1.611120 -1.028713 -0.484713  0.203
H -1.046472 0.142789 1.729803  0.220
H 0.328596 1.133463 0.853645  0.252
H 2.445204 -1.741840 0.972584  0.146
O 0.535913 -0.975671 0.690583  -0.528
O 2.230221 0.072026 1.824213  -0.586
F -2.230250 0.805342 -0.189925  -0.328
Cl -0.240946 0.294940 -1.844625  -0.079

Atoms 1-3, force components in eV/Å:
-1.01 -2.05 -2.56
1.30 -2.99 2.59
-1.02 3.08 2.33

The calculation puts the total energy at -22509.8509 eV. The value obtained for the gap between HOMO and LUMO is 11.80 eV. The HOMO energy is -11.020 eV. Its spin multiplicity is 1. Its SMILES is O=COC[C@@H](F)Cl.

Please write out number 4 again, unchanged.
Density functional theory data (ωB97M-V/def2-TZVPD) for an isolated molecule of C3H4ClFO2.

Last column: natural (NBO) charge in e.
Cartesian coordinates (Å):
C -1.173765 0.022757 -0.321383  0.199
C -0.332799 0.265171 0.823730  -0.142
C 1.827073 -0.877693 1.144030  0.644
H -1.611120 -1.028713 -0.484713  0.203
H -1.046472 0.142789 1.729803  0.220
H 0.328596 1.133463 0.853645  0.252
H 2.445204 -1.741840 0.972584  0.146
O 0.535913 -0.975671 0.690583  -0.528
O 2.230221 0.072026 1.824213  -0.586
F -2.230250 0.805342 -0.189925  -0.328
Cl -0.240946 0.294940 -1.844625  -0.079

Atoms 1-3, force components in eV/Å:
-1.01 -2.05 -2.56
1.30 -2.99 2.59
-1.02 3.08 2.33

The calculation puts the total energy at -22509.8509 eV. The value obtained for the gap between HOMO and LUMO is 11.80 eV. The HOMO energy is -11.020 eV. Its spin multiplicity is 1. Its SMILES is O=COC[C@@H](F)Cl.